No. 1
A 5-piece molecular cluster, C29H74BrN4O4 overall at a distorted geometry, computed with ωB97M-V/def2-TZVPD.

Geometry as XYZ:
```
112
C29H74BrN4O4 | the Open Molecules 2025 dataset | ωB97M-V/def2-TZVPD
C -7.33 -0.67 4.89
C -4.72 0.56 4.68
H -0.04 3.23 -7.99
H -3.63 0.18 2.22
H -3.16 -1.90 2.27
H -5.49 1.31 4.83
H -5.17 0.55 0.16
H -0.54 -1.74 3.67
C 2.51 1.32 -4.78
C 0.74 3.62 -7.33
H -1.34 -2.67 5.03
H -0.48 -0.53 -2.71
H -5.07 -1.14 0.66
C -4.71 0.32 2.24
O 0.30 0.77 -4.15
H -8.38 -0.36 4.85
H -4.61 -0.05 5.57
C 1.24 3.22 2.68
C -0.46 1.48 2.74
H 1.61 1.77 -2.84
H 2.06 -2.73 3.60
H 0.26 0.71 3.03
H 2.51 -5.22 0.85
C -3.30 -1.99 3.35
C 3.44 1.72 -7.67
H -0.85 -0.95 5.21
H 4.21 1.98 -8.39
H -3.76 0.95 4.39
C 4.22 -3.33 0.03
O -0.14 3.71 -1.07
C 1.07 1.68 0.74
C 2.18 -2.29 -0.93
H -4.91 1.39 2.36
C 2.32 -2.42 1.48
H -7.15 0.69 3.31
H 4.78 -1.30 0.71
C -0.28 4.32 0.22
C 0.94 2.52 -6.26
H 1.79 1.01 1.20
H 2.27 4.62 -5.22
C 2.47 -3.27 2.74
H 1.89 3.72 1.96
H 0.36 1.12 0.13
H 0.07 -5.46 -0.05
H 0.63 3.91 3.26
H -1.18 0.93 2.13
H 0.81 1.51 -6.62
H 4.29 -3.89 -0.90
C 5.03 -2.06 -0.04
C 0.53 -4.49 0.16
H 3.38 3.71 -6.98
H 1.25 -2.24 1.39
H 3.56 0.68 -7.37
N -5.22 -0.31 3.54
H 4.94 -1.54 -0.99
H 4.01 -5.33 3.64
H 3.55 1.40 -4.42
C 2.34 3.74 -4.59
H 2.53 1.72 -8.27
O -2.42 -1.09 4.02
C 3.47 2.72 -6.53
H 2.00 -4.25 2.65
H 5.22 -4.29 4.29
H 2.83 -1.46 -1.16
H 1.56 3.72 -8.04
H -7.36 -1.76 4.99
H -0.83 1.20 -2.45
H 3.66 -4.13 4.96
O 3.87 -3.42 2.95
H 0.20 -4.03 1.08
C -4.75 -1.73 3.70
H -1.20 3.75 2.09
C -0.69 0.43 -3.21
N 2.30 2.61 -5.58
N 2.70 -3.16 0.18
H 1.50 2.49 0.15
C -0.77 3.29 1.20
H -7.07 -1.07 2.86
H 2.46 -4.88 -0.82
H 0.27 2.70 -5.43
H 3.35 3.75 -4.20
H 0.59 4.92 0.53
H 6.07 -2.29 0.18
H 1.88 2.55 3.25
C -6.74 -0.29 3.54
H 4.50 -3.95 0.88
C 1.59 1.01 -3.63
H 1.49 3.70 -3.91
H -0.27 4.43 -1.70
H 0.14 -3.96 -0.71
H 2.16 -2.93 -1.81
H 4.41 2.82 -5.99
H 2.67 0.49 -5.47
H 2.86 -1.49 1.33
H -5.30 -2.28 2.92
C -5.40 -0.15 0.97
H -6.48 -0.22 1.03
H -3.11 -3.03 3.63
H 1.15 -2.08 -0.66
N 0.31 2.40 1.82
H -1.64 0.18 -3.69
Br -1.52 -1.19 0.06
C -1.23 -1.71 4.53
H -5.07 -2.03 4.69
H 0.61 4.61 -6.91
C 2.06 -4.53 0.14
H 1.83 0.04 -3.17
H -0.85 2.06 3.56
H -6.97 -0.14 5.77
H -0.98 5.16 0.15
C 4.17 -4.31 4.01
H -1.41 2.63 0.61
```

**Charge**: +3
**HOMO-LUMO gap**: 8.3372 eV

---

No. 2
C12H36BBeF4O6S6 as an isolated structure at a distorted geometry, computed with ωB97M-V/def2-TZVPD.

Geometry as XYZ:
```
66
C12H36BBeF4O6S6 | the Open Molecules 2025 dataset | ωB97M-V/def2-TZVPD
C -13.44 39.13 2.32
C -0.88 31.59 4.14
O -9.94 38.15 9.99
H -1.45 34.44 1.77
S -2.00 32.42 2.90
C -0.86 33.86 2.48
H -12.76 41.97 4.85
H -5.50 34.39 13.28
H -4.92 32.04 12.12
H -9.55 40.32 12.05
H -13.06 39.21 11.03
H -8.32 28.88 6.40
C -8.32 29.06 5.32
H -14.03 39.73 1.62
S -12.08 40.05 3.17
H 0.10 33.58 2.06
C -6.54 38.09 -1.99
C -8.66 36.58 -2.74
C -12.52 38.43 10.50
H -8.40 28.06 4.90
C -4.60 34.95 13.01
S -3.50 34.07 11.84
H -10.06 31.12 2.72
H -13.99 40.83 4.45
H -1.41 30.72 4.51
H -5.60 38.23 -1.47
Be -6.74 36.43 5.76
S -9.66 30.40 4.98
C -3.91 32.35 12.42
H -4.98 35.87 12.57
H -9.18 35.63 -2.68
H -7.21 38.93 -1.79
H -3.27 31.66 11.88
O -11.51 39.11 4.24
H -9.51 29.57 2.61
H -13.50 41.99 3.22
C -10.56 40.20 11.67
H -12.92 38.40 1.70
B -4.16 40.26 4.78
H -4.05 35.14 13.93
F -4.33 39.36 3.76
S -10.87 38.38 11.21
H -8.17 36.77 -3.70
C -9.35 30.47 3.22
H -14.00 38.62 3.11
O -9.09 31.69 5.41
O -3.06 32.95 3.83
H -0.72 34.45 3.39
F -3.25 41.23 4.47
H -13.05 37.47 10.48
H -11.25 40.53 12.45
H -0.06 31.10 3.63
F -5.40 40.79 5.07
H -8.32 30.78 3.09
F -3.73 39.53 5.88
O -4.26 34.32 10.51
S -7.31 36.53 -1.55
H -3.79 32.20 13.49
H -7.33 29.45 5.06
H -6.40 38.03 -3.07
H -0.61 32.22 4.98
H -10.66 40.78 10.76
H -9.44 37.33 -2.64
C -13.13 41.35 4.03
O -7.79 36.58 -0.07
H -12.70 38.69 9.46
```

**Charge**: +1
**HOMO-LUMO gap**: 1.7900 eV
**Energy above the lowest of the compared OMol25 structures with the same formula, charge and spin**: 1210.93 kJ/mol

---

No. 3
One molecule with the formula C2H3N3O at a distorted geometry, computed with ωB97M-V/def2-TZVPD.

Geometry as XYZ:
```
9
C2H3N3O | the Open Molecules 2025 dataset | ωB97M-V/def2-TZVPD
H 2.17 -1.07 0.22
N -1.85 -0.93 -0.37
O -1.91 0.40 -0.13
N 1.59 -0.27 -0.06
H -0.78 1.96 0.25
C 0.19 -0.24 -0.06
C -0.67 0.87 0.07
H 1.91 0.56 0.41
N -0.63 -1.30 -0.33
```

**Charge**: 0
**SMILES**: Nc1conn1
**HOMO-LUMO gap**: 9.7800 eV
**Energy above the lowest of the compared OMol25 structures with the same formula, charge and spin**: 236.00 kJ/mol

---

No. 4
An isolated ion of composition C4H6NOS and charge -1 at a distorted geometry, computed with ωB97M-V/def2-TZVPD.

Geometry as XYZ:
```
13
C4H6NOS | the Open Molecules 2025 dataset | ωB97M-V/def2-TZVPD
H 1.04 0.34 -1.42
S -2.71 1.12 0.33
H -0.61 1.10 -1.92
C -2.02 -0.34 -0.19
C -0.57 -0.13 -0.16
H 1.70 -0.96 2.15
C 1.46 -0.60 1.11
N -0.01 -0.83 0.75
H 0.54 1.62 -0.56
C 0.10 0.76 -1.16
O -2.60 -1.30 -0.64
H 1.68 0.42 1.26
H 2.00 -1.20 0.44
```

**Charge**: -1
**SMILES**: C/N=C(\C)C([O-])=S
**HOMO-LUMO gap**: 6.9416 eV
**Energy above the lowest of the compared OMol25 structures with the same formula, charge and spin**: 49.93 kJ/mol

---

No. 5
A 2-piece molecular cluster, C3H7O3S2 overall at a distorted geometry, computed with ωB97M-V/def2-TZVPD.

Geometry as XYZ:
```
15
C3H7O3S2 | the Open Molecules 2025 dataset | ωB97M-V/def2-TZVPD
H -0.69 1.11 2.06
H 0.46 -2.55 -1.80
C -0.33 0.75 1.10
H 1.55 0.62 -1.23
C -1.10 -0.46 0.58
O -1.12 2.84 0.27
O 2.16 -0.16 -1.39
S -0.12 -1.98 0.69
H 0.70 0.47 1.34
H -2.05 -0.59 1.13
H -1.45 -0.30 -0.43
H 2.36 -0.43 -0.49
O 0.48 1.77 -0.89
C -0.33 1.91 0.07
S -0.51 -3.01 -1.00
```

**Charge**: -1
**HOMO-LUMO gap**: 7.7543 eV
**Energy above the lowest of the compared OMol25 structures with the same formula, charge and spin**: 19.06 kJ/mol

---

No. 6
C29H30AuN7O2S as an isolated structure at a distorted geometry, computed with ωB97M-V/def2-TZVPD.

Geometry as XYZ:
```
70
C29H30AuN7O2S | the Open Molecules 2025 dataset | ωB97M-V/def2-TZVPD
C -2.79 -12.15 19.21
C 1.68 -10.48 9.85
C 0.36 -19.75 16.14
C -0.07 -16.80 20.73
H -2.77 -12.26 20.29
N 2.15 -13.36 11.91
H 2.94 -11.37 19.43
C 0.01 -19.14 14.96
C 1.09 -12.97 14.08
H -3.36 -12.99 18.81
C -0.13 -12.91 16.04
H -0.91 -12.53 16.72
C -0.45 -17.82 14.93
H -3.34 -11.21 19.07
N -0.60 -18.73 21.70
H -4.96 -18.25 20.73
O 1.15 -12.51 19.31
H -0.82 -16.05 15.91
H 0.54 -10.61 12.46
S 0.36 -15.12 20.74
H 2.81 -14.34 14.24
C -2.88 -18.33 21.18
C 2.24 -12.68 10.74
H 2.18 -15.19 16.48
H 1.13 -9.53 9.88
H 0.67 -19.43 18.20
H 3.43 -12.42 7.54
N -0.22 -17.51 19.56
C 0.34 -19.02 17.29
H -1.28 -21.20 22.04
H 0.72 -20.80 16.16
C 1.45 -12.61 12.74
H -0.56 -11.61 14.39
Au 0.10 -14.56 18.56
C -4.10 -18.86 20.90
C -0.47 -17.07 16.10
N -0.03 -16.93 18.50
H 3.49 -13.99 9.51
H -3.32 -22.20 21.39
H -5.32 -20.68 20.80
H 1.94 -11.17 17.91
H 0.95 -10.70 20.43
C -0.71 -11.04 19.04
C -4.34 -20.26 20.94
H 2.40 -10.21 7.87
N -0.35 -17.36 21.80
N 1.00 -11.42 12.12
C 2.93 -13.05 9.56
C 1.53 -14.49 15.92
H 2.89 -12.66 18.10
N 0.47 -13.98 16.56
C 0.06 -12.43 14.79
C 2.98 -12.16 8.51
C -2.08 -20.56 21.68
C 1.54 -11.47 10.83
C 2.34 -10.90 8.68
O -1.51 -12.12 18.56
C 1.90 -13.97 14.70
H -1.36 -10.22 19.43
H -2.81 -17.27 21.13
C 2.26 -11.91 18.64
C -3.31 -21.10 21.31
C -0.10 -17.69 17.29
H -0.09 -12.00 20.86
C -1.82 -19.15 21.53
H -0.26 -10.56 18.15
H 0.11 -19.67 14.03
H 0.10 -19.29 22.23
C 0.34 -11.56 19.99
H -0.83 -17.33 14.04
```

**2S+1**: 3
**Charge**: +2
**HOMO-LUMO gap (spin up / spin down)**: 5.2226 / 4.1362 eV
**Energy above the lowest of the compared OMol25 structures with the same formula, charge and spin**: 161.60 kJ/mol

---

No. 7
C33H49Cl2N6NbOPS as an isolated structure at a distorted geometry, computed with ωB97M-V/def2-TZVPD.

Geometry as XYZ:
```
94
C33H49Cl2N6NbOPS | the Open Molecules 2025 dataset | ωB97M-V/def2-TZVPD
Cl 8.78 -10.71 -8.30
H 7.92 -13.23 -12.04
C 16.52 -14.88 -8.68
H 15.96 -14.87 -6.53
C 15.08 -14.40 -11.87
C 14.64 -17.31 -9.17
H 14.77 -16.91 -5.42
O 10.95 -12.83 -7.46
H 12.46 -17.46 -9.65
C 15.04 -17.90 -10.52
H 14.52 -12.50 -9.83
N 8.16 -16.01 -8.88
H 9.30 -18.90 -4.55
Cl 12.06 -7.39 -5.71
H 11.77 -12.87 -4.14
H 14.31 -18.21 -4.33
C 11.76 -8.90 -6.40
H 17.03 -16.19 -6.95
H 16.53 -13.11 -9.90
H 8.38 -17.64 -3.79
C 14.01 -9.59 -5.59
H 9.22 -15.51 -4.19
H 16.05 -12.81 -8.23
H 14.44 -18.83 -10.76
H 16.06 -14.06 -11.58
H 9.98 -8.42 -7.44
N 9.11 -14.29 -9.81
H 13.39 -12.41 -11.18
H 15.06 -17.62 -7.09
H 17.36 -16.68 -9.62
C 15.44 -18.00 -8.07
H 12.85 -12.99 -9.64
C 11.21 -11.55 -7.20
H 16.08 -18.14 -10.63
H 14.24 -8.58 -5.22
H 14.72 -13.68 -12.62
H 13.08 -16.06 -11.68
N 7.24 -15.52 -9.73
H 15.94 -10.51 -5.04
H 6.40 -13.13 -11.20
C 10.85 -13.44 -4.20
C 12.49 -11.23 -6.60
H 17.67 -14.53 -6.78
H 12.18 -15.36 -10.28
H 15.23 -15.38 -12.36
H 15.30 -12.71 -5.62
C 16.81 -15.14 -7.17
H 6.73 -14.56 -12.13
C 9.38 -18.13 -3.80
H 17.75 -13.08 -8.68
H 12.26 -14.53 -11.84
S 10.68 -15.80 -8.04
C 17.44 -15.61 -9.60
H 12.02 -18.63 -4.27
C 10.28 -10.52 -7.47
H 14.84 -17.23 -11.36
C 14.60 -11.92 -5.80
H 13.13 -18.83 -8.95
H 10.14 -12.64 -9.49
H 7.92 -16.75 -8.23
H 13.30 -14.64 -4.51
C 10.48 -17.18 -4.13
C 7.19 -13.80 -11.48
C 14.11 -14.46 -10.70
H 9.51 -12.80 -10.99
C 16.72 -13.39 -8.86
H 14.71 -16.62 -3.71
C 12.55 -15.31 -4.97
C 10.62 -9.21 -7.10
N 10.02 -13.33 -10.28
C 10.22 -15.82 -4.30
C 11.17 -14.88 -4.59
H 17.30 -15.26 -10.65
C 9.29 -15.28 -8.89
C 7.82 -14.50 -10.33
Nb 12.46 -14.18 -6.91
P 14.72 -15.39 -9.13
C 14.23 -17.15 -4.52
C 12.82 -16.71 -4.64
H 10.19 -12.91 -4.90
H 16.50 -17.82 -8.17
H 15.25 -19.05 -8.05
C 12.84 -15.14 -11.12
H 9.53 -18.60 -2.81
H 12.81 -17.38 -7.90
C 14.94 -10.63 -5.50
H 10.38 -13.41 -3.23
C 12.76 -9.91 -6.19
N 13.72 -14.96 -7.95
C 13.69 -13.02 -10.30
H 18.48 -15.32 -9.34
C 11.80 -17.56 -4.31
N 13.38 -12.24 -6.29
C 13.18 -17.77 -8.88
```

**Charge**: +3
**HOMO-LUMO gap**: 5.7606 eV
**Energy above the lowest of the compared OMol25 structures with the same formula, charge and spin**: 71.97 kJ/mol

---

No. 8
C36H46BaBrF4N4O4S3 as an isolated structure at a distorted geometry, computed with ωB97M-V/def2-TZVPD.

Geometry as XYZ:
```
99
C36H46BaBrF4N4O4S3 | the Open Molecules 2025 dataset | ωB97M-V/def2-TZVPD
H 2.99 3.62 4.55
O 0.92 3.67 0.53
H 0.23 0.63 2.48
H 5.77 -2.00 -1.67
H -2.84 5.76 -1.01
C -1.71 2.42 2.23
H 3.52 -4.20 4.55
H -3.21 -3.11 2.00
C -0.26 0.15 4.51
H 3.77 -3.20 -2.59
H -3.58 -0.91 2.92
C 3.25 1.35 2.05
H 1.76 -3.53 -1.26
H -3.03 -3.29 -5.02
C -0.19 4.70 -2.83
C -0.39 -0.10 3.01
H 1.95 -5.00 4.36
C 1.75 3.12 1.44
C -3.70 -2.15 -0.48
F -3.58 -0.01 -1.54
H 0.45 5.57 -4.68
C -2.12 5.73 -1.82
C 2.05 1.30 -0.20
O 0.71 1.37 -0.46
S -0.16 -3.70 -5.22
N 2.85 2.01 -1.24
H -3.41 1.12 2.19
Br -0.96 1.71 -3.64
H 2.58 -2.12 3.49
H 0.81 2.95 -0.14
H 3.73 0.41 1.80
C 2.53 -3.65 1.99
C 0.74 2.40 -3.11
C 2.39 1.92 1.14
O 0.83 -2.11 0.66
C 3.72 -2.67 -1.64
C -2.71 -2.26 -5.17
F -5.54 -5.08 -1.71
S 2.31 -2.39 0.71
H 5.53 -3.52 -0.81
H -0.80 2.62 2.80
C -1.28 6.58 -3.89
H 4.15 1.50 4.01
H 3.82 1.96 -0.93
C 2.83 3.14 3.59
C 5.10 -2.54 -1.01
N 2.83 1.23 -2.43
H 2.12 -3.61 5.44
C 1.83 1.39 -3.19
C -2.54 -2.30 1.69
S 0.48 -1.89 -2.93
C -4.06 -1.30 -1.57
C 2.44 -4.03 4.49
H -3.54 -1.58 -5.05
H -0.56 1.17 4.78
H -1.33 7.28 -4.71
H -1.42 2.31 1.18
C -5.06 -3.81 -1.67
C -2.20 6.63 -2.86
H -1.06 4.06 -0.98
H 2.41 0.25 -0.18
H 1.92 -4.52 1.71
C -4.88 -1.67 -2.60
H 1.78 0.72 -4.04
C 0.89 3.68 -2.82
H -0.88 -0.55 5.09
C -4.25 -3.46 -0.62
H -2.27 -2.17 -6.16
N -2.90 -1.65 0.45
H -2.23 -1.68 3.75
C 2.72 -3.40 -0.75
C 1.96 3.73 2.67
F -5.18 -0.75 -3.55
O -1.77 -1.88 -4.16
H 5.05 -1.99 -0.06
H 1.03 -2.91 3.32
C -0.57 -2.52 -4.12
H 3.10 -4.37 -0.42
H 0.03 -1.07 2.75
N -1.74 -0.05 2.45
C 3.48 1.95 3.29
H 1.88 4.00 -2.50
H 1.44 4.65 2.89
C -0.27 5.62 -3.88
H -1.53 -2.73 1.63
C -1.12 4.77 -1.80
H 3.31 -1.68 -1.89
C -2.55 -1.24 2.79
C 2.10 -3.09 3.34
H -2.69 1.30 3.79
C -2.46 1.19 2.72
H -2.35 3.30 2.31
H -2.99 7.38 -2.88
H 0.78 0.02 4.81
C -5.41 -2.94 -2.69
Ba -0.90 -0.38 -0.54
H -6.04 -3.24 -3.51
H 3.58 -3.93 1.97
F -3.97 -4.41 0.30
```

**Charge**: -1
**HOMO-LUMO gap**: 6.3930 eV
**Energy above the lowest of the compared OMol25 structures with the same formula, charge and spin**: 8.80 kJ/mol